{
  "formula": "C17H48N7O6P3",
  "method": "ωB97M-V with the def2-TZVPD basis set",
  "energy_ev": -68979.826,
  "homo_lumo_gap_ev": 2.1,
  "charge": -2,
  "mol_weight_g_mol": 539.5,
  "e_lumo_ev": 3.325,
  "elements": ["C", "C", "C", "P", "C", "O", "N", "O", "C", "O", "O", "H", "H", "H", "H", "H", "H", "H", "H", "H", "H", "H", "H", "O", "P", "N", "C", "C", "N", "C", "C", "N", "C", "C", "H", "H", "H", "H", "H", "H", "H", "H", "H", "H", "H", "H", "H", "H", "H", "H", "H", "H", "O", "P", "N", "C", "C", "N", "C", "C", "N", "C", "C", "H", "H", "H", "H", "H", "H", "H", "H", "H", "H", "H", "H", "H", "H", "H", "H", "H", "H"],
  "positions_angstrom": [[2.0288, -1.9596, 0.0042], [0.5552, -1.4351, 0.1178], [-0.2718, -2.4157, 0.9476], [-2.1809, -2.4110, 0.7554], [-2.2939, -0.4906, 0.3003], [-2.1852, -0.1597, -1.1279], [-2.0672, 1.2187, -1.1891], [-0.9315, 1.5575, -1.2753], [-2.1114, -3.0235, -1.1031], [-3.1792, -3.0258, -1.7769], [-1.0166, -3.4698, -1.5799], [2.3783, -1.7621, -1.0152], [2.0120, -3.0456, 0.0897], [2.6917, -1.5290, 0.7560], [0.2142, -1.3634, -0.9095], [0.6127, -0.4507, 0.5856], [-0.0649, -2.1967, 2.0086], [0.0508, -3.4454, 0.8028], [-3.6383, -2.4721, 0.6509], [-2.1804, -3.8549, 1.1482], [-2.3636, -2.0601, 2.1975], [-3.3168, -0.2006, 0.5851], [-1.6485, 0.1539, 0.9099], [-3.2258, 5.6723, -1.9419], [-3.2544, 6.0529, -3.3915], [-4.9720, 6.0948, -3.6204], [-5.6967, 5.6501, -4.7911], [-5.6800, 7.0905, -2.8259], [-2.5656, 4.6371, -4.0492], [-3.0765, 3.9368, -5.2137], [-2.0091, 3.6464, -3.1140], [-2.8916, 6.9099, -4.8804], [-1.4225, 7.0742, -5.0529], [-3.4463, 8.2718, -4.9891], [-5.4114, 6.1615, -5.7237], [-6.7686, 5.8075, -4.6626], [-5.5841, 4.5785, -4.9470], [-5.4629, 8.1251, -3.1364], [-5.3985, 7.0022, -1.7747], [-6.7594, 6.9486, -2.8771], [-3.9136, 3.2785, -4.9553], [-2.2927, 3.3047, -5.6410], [-3.3801, 4.6166, -6.0100], [-2.7929, 3.0675, -2.6237], [-1.4026, 4.1253, -2.3534], [-1.3496, 2.9507, -3.6345], [-0.9836, 7.6807, -4.2534], [-1.2108, 7.5556, -6.0098], [-0.9173, 6.1132, -5.0628], [-3.1840, 8.9024, -4.1335], [-4.5303, 8.2587, -5.0902], [-3.0727, 8.7507, -5.8953], [2.7814, -3.0775, 3.2006], [3.6943, -4.2113, 3.5330], [2.8436, -4.8044, 4.9211], [3.4204, -5.2668, 6.1615], [1.5156, -5.3539, 4.6353], [5.0390, -3.2339, 4.0218], [5.8118, -3.4303, 5.2287], [4.9472, -1.8067, 3.7407], [4.7702, -5.5907, 3.4335], [5.7239, -5.4402, 2.2989], [4.1162, -6.8947, 3.2081], [4.1214, -6.1111, 6.0528], [2.6393, -5.5959, 6.8484], [3.9402, -4.4653, 6.6869], [1.5542, -6.2922, 4.0644], [0.9297, -4.6435, 4.0487], [0.9574, -5.5439, 5.5517], [5.3161, -2.9954, 6.1072], [6.7872, -2.9374, 5.1342], [6.0260, -4.4814, 5.4177], [4.2784, -1.2940, 4.4425], [4.5922, -1.6260, 2.7307], [5.9384, -1.3466, 3.8122], [5.2068, -5.4005, 1.3355], [6.4216, -6.2801, 2.2845], [6.3179, -4.5363, 2.3998], [3.4488, -6.8850, 2.3422], [3.5483, -7.2165, 4.0791], [4.8744, -7.6630, 3.0501]],
  "forces_ev_per_angstrom": [[-0.68, 0.12, -0.53], [1.28, -1.03, 0.09], [-0.08, 0.76, 0.60], [-0.20, -1.45, -0.71], [-1.18, 0.73, 0.45], [0.62, 0.21, 0.13], [0.19, -0.46, 0.33], [-0.09, 0.24, -0.28], [0.26, -0.42, -1.71], [-0.13, 0.24, 0.78], [0.02, 0.23, 0.74], [0.39, 0.24, 0.15], [0.14, -0.05, 0.18], [0.12, -0.08, -0.01], [-0.51, 0.11, 0.09], [-0.31, 0.14, -0.13], [-0.17, -0.01, 0.04], [-0.04, -0.01, -0.41], [-0.08, 0.10, 0.06], [-0.01, -0.06, 0.32], [0.11, 0.57, 0.04], [-0.04, -0.21, 0.10], [0.46, -0.15, -0.29], [1.51, 3.28, 0.23], [-2.99, -5.79, -2.30], [-0.27, 0.59, 0.17], [0.22, -0.03, -0.49], [0.32, 0.05, 0.43], [0.07, -0.07, 0.13], [0.19, 0.27, -0.51], [-0.08, 0.22, 0.33], [1.59, 1.88, 1.99], [0.21, -0.30, -0.29], [-0.56, -0.01, -0.13], [0.03, -0.03, 0.00], [0.05, 0.15, 0.20], [0.14, 0.03, -0.04], [-0.18, 0.02, 0.02], [0.08, -0.02, -0.04], [0.02, -0.13, -0.12], [0.02, -0.03, -0.01], [0.03, -0.02, 0.12], [-0.13, 0.11, 0.13], [0.06, -0.02, 0.06], [-0.13, 0.02, 0.10], [-0.12, 0.08, -0.24], [0.02, 0.11, -0.09], [-0.16, 0.09, 0.02], [-0.17, -0.10, 0.12], [0.04, 0.11, -0.07], [-0.02, -0.18, 0.16], [0.16, -0.08, 0.02], [-0.36, -1.85, -3.05], [1.36, 2.55, 6.48], [-0.44, -0.51, -0.10], [0.49, -0.23, -0.04], [-0.19, 0.32, -0.48], [0.21, 0.08, -0.03], [0.39, -0.34, -0.15], [-0.18, 0.12, -0.15], [-0.95, 0.00, -3.04], [0.43, 0.16, 0.06], [-0.30, -0.25, 0.45], [0.03, 0.03, 0.02], [-0.17, -0.01, -0.20], [0.10, -0.02, -0.10], [-0.10, -0.05, 0.11], [0.08, 0.00, -0.06], [0.15, 0.06, 0.11], [0.03, -0.01, 0.03], [-0.05, 0.06, -0.05], [-0.22, -0.05, 0.00], [-0.02, 0.07, -0.06], [-0.17, -0.02, 0.06], [0.07, -0.17, 0.13], [0.05, -0.13, -0.03], [-0.14, -0.11, 0.08], [-0.16, 0.09, 0.13], [0.05, -0.10, -0.04], [-0.09, 0.24, 0.04], [0.11, 0.14, -0.09]]
}

=====

{
  "formula": "C4H9NO3",
  "method": "ωB97M-V with the def2-TZVPD basis set",
  "smiles": "COC(C)=O.NC=O",
  "energy_ev": -11927.035,
  "homo_lumo_gap_ev": 10.6,
  "mol_weight_g_mol": 119.1,
  "e_lumo_ev": 0.778,
  "elements": ["C", "C", "C", "O", "O", "H", "H", "H", "H", "H", "H", "N", "C", "O", "H", "H", "H"],
  "positions_angstrom": [[1.4708, -1.3480, -0.7460], [1.0356, 1.9965, 0.7145], [0.9176, 0.5022, 0.6030], [1.5009, 0.0535, -0.5044], [0.3799, -0.2111, 1.4153], [2.3392, -1.5785, -1.3584], [0.5546, -1.6067, -1.2817], [1.5065, -1.8955, 0.1979], [0.9620, 2.4515, -0.2672], [0.2685, 2.3804, 1.3802], [2.0117, 2.2382, 1.1314], [-2.1347, -0.9648, 0.2909], [-2.2176, -0.0407, -0.6776], [-2.8841, -0.1246, -1.6756], [-2.6429, -1.8253, 0.1843], [-1.4705, -0.8750, 1.0456], [-1.5976, 0.8480, -0.4522]],
  "forces_ev_per_angstrom": [[-0.10, -0.48, 0.10], [-0.05, -0.12, 0.04], [0.00, 0.25, 0.18], [0.19, 0.30, -0.23], [0.03, -0.02, 0.13], [-0.06, 0.04, 0.02], [0.08, 0.01, 0.06], [0.02, 0.03, -0.15], [0.01, 0.08, -0.08], [-0.02, -0.03, 0.01], [0.07, 0.01, 0.01], [-0.07, -0.44, 0.37], [0.41, 0.37, 0.38], [-0.40, -0.04, -0.59], [-0.07, -0.04, -0.05], [-0.03, 0.06, -0.14], [-0.02, 0.01, -0.07]]
}

=====

{
  "formula": "C6H10Cl2S",
  "method": "ωB97M-V with the def2-TZVPD basis set",
  "energy_ev": -42258.241,
  "homo_lumo_gap_ev": 8.1,
  "mol_weight_g_mol": 185.1,
  "e_lumo_ev": 0.918,
  "elements": ["C", "C", "C", "C", "C", "C", "H", "H", "H", "H", "H", "H", "H", "H", "H", "H", "S", "Cl", "Cl"],
  "positions_angstrom": [[-1.2629, -0.6134, 2.6308], [-1.4724, -1.7295, 1.6586], [-2.3159, -2.7326, 1.8732], [2.1364, 0.9041, -2.6626], [1.6404, 1.1961, -1.2810], [0.3477, 1.1771, -0.9775], [-0.2213, -0.5506, 2.9544], [-1.9025, -0.7240, 3.5091], [-0.8800, -1.6882, 0.7466], [-2.9251, -2.7837, 2.7740], [-2.4299, -3.5433, 1.1573], [2.0227, 3.2012, -3.3014], [2.8700, 0.0897, -2.6430], [1.3193, 0.5926, -3.3187], [2.3793, 1.4500, -0.5251], [-0.4333, 0.9427, -1.6927], [3.0315, 2.3109, -3.4004], [-1.6466, 0.9796, 1.8909], [-0.2574, 1.5214, 0.6075]],
  "forces_ev_per_angstrom": [[-0.21, -0.25, 0.55], [-0.09, -0.01, -0.09], [0.05, 0.06, -0.04], [0.13, -0.37, 0.08], [-0.18, -0.24, -0.54], [1.80, 1.44, -0.72], [-0.06, 0.10, -0.11], [0.15, -0.06, -0.11], [-0.07, -0.03, 0.09], [0.12, 0.04, -0.12], [0.04, 0.17, 0.12], [0.17, -0.18, 0.00], [-0.02, 0.14, -0.11], [0.10, 0.07, 0.09], [-0.07, 0.10, -0.10], [0.03, 0.01, 0.01], [-0.18, 0.10, 0.03], [-8.93, -2.90, 9.15], [7.23, 1.82, -8.21]]
}